52
Properties=species:S:1:pos:R:3 method="wB97M-V/def2-TZVPD" e_above_lowest_kcal_mol=48.2 lumo_energy_ha=0.0210 smiles="C=CC[C@H](C[C@@H](O)COCCC)C(=O)NNC(=S)Nc1ccccc1" homo_lumo_gap_ev=9.10 e_homo_ev=-8.53
C -4.23331 -3.91320 -0.28877
C -3.21405 -3.12360 -0.00938
C -3.27046 -1.99089 0.96660
C -2.89654 -0.64175 0.31455
C -3.81921 -0.33709 -0.86653
C -3.88683 1.14998 -1.25765
O -4.48162 1.93390 -0.25203
C -2.51835 1.73012 -1.63752
O -1.78716 1.95544 -0.44854
C -0.51443 2.51582 -0.68021
C 0.09287 2.95203 0.64814
C 1.51394 3.47007 0.47409
C -1.44855 -0.70348 -0.13111
O -1.05397 -0.93926 -1.25891
N -0.56751 -0.57458 0.88888
N 0.79122 -0.61237 0.61554
C 1.69467 -0.27265 1.54329
S 1.21771 0.13790 3.08391
N 3.01694 -0.29998 1.23248
C 3.65681 -0.48129 0.00343
C 3.11473 -0.04655 -1.20437
C 3.81038 -0.24032 -2.38440
C 5.05092 -0.85356 -2.37978
C 5.60713 -1.25942 -1.17752
C 4.91938 -1.07381 0.00538
H -4.15288 -4.72188 -0.99458
H -5.19408 -3.78789 0.18402
H -2.26132 -3.26672 -0.50102
H -2.57624 -2.19114 1.78863
H -4.27632 -1.91248 1.38323
H -2.99444 0.13943 1.07323
H -4.83297 -0.65063 -0.61321
H -3.48611 -0.91242 -1.73127
H -4.54680 1.23045 -2.13030
H -3.77949 2.17908 0.36444
H -1.98187 1.03625 -2.29670
H -2.65498 2.68573 -2.16664
H 0.12669 1.77344 -1.18177
H -0.60502 3.38282 -1.35275
H -0.53722 3.73174 1.07904
H 0.08956 2.11026 1.34060
H 1.92091 3.76840 1.43642
H 1.53184 4.33012 -0.19168
H 2.15885 2.69996 0.05531
H -0.77007 -0.27237 1.83841
H 0.99812 -0.95388 -0.31674
H 3.61967 -0.23759 2.04250
H 2.17273 0.47918 -1.22853
H 3.37787 0.10060 -3.31284
H 5.58620 -1.00330 -3.30439
H 6.58119 -1.72444 -1.16048
H 5.35375 -1.38942 0.94292

58
Properties=species:S:1:pos:R:3 method="wB97M-V/def2-TZVPD" e_above_lowest_kcal_mol=15.1 lumo_energy_ha="-0.5514 / -0.5356" charge=+4 multiplicity=2 s2=0.76 homo_lumo_gap_ev="4.80 / 5.24" e_homo_ev="-19.81 / -19.82"
W -0.16847 -1.23093 0.44522
N 1.12383 0.41926 3.38829
C 0.51154 -0.74867 3.54767
N -0.03068 -1.48488 2.52626
C -0.65908 -2.64331 3.04239
C -0.61322 -2.75422 4.37017
S 0.24070 -1.42969 5.08589
C -1.24249 -3.51211 2.04364
C -1.94094 -4.63499 2.19264
S -2.36809 -5.32154 0.66924
C -1.59541 -4.04178 -0.15640
N -1.04121 -3.11363 0.68584
N -1.60022 -3.98881 -1.47764
H 1.54879 0.67353 2.50826
H 1.51274 0.88280 4.20159
H -1.00665 -3.54802 4.99017
H -2.22220 -5.12635 3.11368
H -2.07405 -4.71812 -1.99856
H -0.91169 -3.46938 -2.00026
C 2.71196 3.03675 -2.78832
C 1.75551 1.88418 -2.86324
O 1.86017 1.08467 -1.56363
P 1.98168 -0.44855 -1.54911
S 0.09933 -1.26214 -1.90649
S 2.15483 -0.89289 0.48101
O 3.01269 -1.04202 -2.46549
C 4.54136 -0.78067 -2.60118
C 5.24811 -2.09533 -2.55432
H 2.57813 3.64231 -3.68680
H 3.74929 2.70473 -2.75645
H 2.50757 3.66528 -1.92243
H 1.97260 1.21148 -3.69259
H 0.71532 2.19490 -2.90556
H 4.81331 -0.09794 -1.79846
H 4.61152 -0.28299 -3.56260
H 5.07399 -2.62543 -1.61851
H 6.31854 -1.88572 -2.62193
H 4.97574 -2.72777 -3.39678
C -2.44015 0.61309 2.41514
P -1.78457 0.68204 0.72768
C -2.97018 -0.29942 -0.25794
C -1.85608 2.37076 0.19215
C -1.27949 3.34357 1.02214
C -1.54035 4.67549 0.76810
C -2.35494 5.03236 -0.30642
C -2.89080 4.06186 -1.14787
C -2.63270 2.71980 -0.91941
H -1.74851 1.07548 3.11820
H -2.65875 -0.40940 2.72175
H -3.36041 1.20021 2.39944
H -3.96938 0.08226 -0.02332
H -2.97394 -1.36078 0.01002
H -2.78468 -0.19629 -1.32453
H -0.64761 3.07051 1.86053
H -1.11822 5.43862 1.40921
H -2.56981 6.07708 -0.49135
H -3.51706 4.34734 -1.98322
H -3.04722 1.98340 -1.59551

51
Properties=species:S:1:pos:R:3 method="wB97M-V/def2-TZVPD" e_above_lowest_kcal_mol=0.0 lumo_energy_ha=0.0247 smiles="CC(C)(C)c1ccc(CS(=O)(=O)C[C@@H](O)CN2CCCC2=O)cc1" homo_lumo_gap_ev=9.76 e_homo_ev=-9.08
C 1.26104 3.45798 -1.10853
C -0.18511 3.29142 -1.59680
C -0.93463 4.62696 -1.48317
C -0.14973 2.89047 -3.07357
C -0.87729 2.25725 -0.72595
C -1.40586 1.07180 -1.22559
C -1.99599 0.13836 -0.39151
C -2.07346 0.35877 0.97836
C -2.56947 -0.70875 1.88071
S -1.25393 -1.98333 2.03547
O -1.05267 -2.58812 0.74107
O -1.61863 -2.87002 3.10839
C 0.26503 -1.10006 2.52994
C 1.05272 -0.64203 1.31203
O 1.91433 0.39177 1.70761
C 1.82537 -1.80841 0.65622
N 1.82206 -1.68213 -0.78111
C 1.17301 -2.65951 -1.63043
C 0.98514 -1.91574 -2.95716
C 2.06863 -0.83931 -2.91897
C 2.27499 -0.60281 -1.43427
O 2.77672 0.38117 -0.91477
C -1.57715 1.55579 1.48221
C -0.99292 2.48357 0.64363
H 1.79384 2.51100 -1.15866
H 1.78314 4.18075 -1.73183
H 1.29416 3.80886 -0.08118
H -1.96831 4.50863 -1.80261
H -0.46144 5.37445 -2.11617
H -0.93344 4.99812 -0.46236
H -1.15375 2.77510 -3.47643
H 0.35514 3.66540 -3.64655
H 0.40101 1.96306 -3.20926
H -1.35897 0.85429 -2.28018
H -2.37466 -0.78695 -0.79901
H -3.42431 -1.24931 1.48126
H -2.77312 -0.36908 2.89174
H 0.83430 -1.78114 3.15723
H -0.04299 -0.24170 3.11965
H 0.33787 -0.26740 0.56531
H 2.41235 0.65748 0.90810
H 2.85547 -1.79490 1.03137
H 1.35734 -2.75888 0.90583
H 0.22976 -2.96917 -1.17593
H 1.81928 -3.53813 -1.74795
H 1.07685 -2.57695 -3.81622
H -0.00053 -1.45058 -2.98203
H 1.79818 0.08072 -3.43315
H 3.01145 -1.19617 -3.33962
H -1.64320 1.76157 2.54119
H -0.60777 3.39371 1.07550

57
Properties=species:S:1:pos:R:3 method="wB97M-V/def2-TZVPD" e_above_lowest_kcal_mol=61.1 lumo_energy_ha=-0.3866 charge=+2 homo_lumo_gap_ev=4.28 e_homo_ev=-14.80
N 1.93524 -0.64316 0.10989
C 3.09259 -1.00874 0.34414
O 3.96711 -1.04831 1.20559
Au 4.09725 -1.83445 -0.99444
Ta 0.11182 -0.19571 -0.25458
N -0.94227 -1.49525 -1.36499
N 0.03769 1.29456 -1.51327
C -0.49930 -2.63462 -2.17527
C 0.46159 2.71597 -1.32711
C 0.64997 -2.20398 -3.07650
C -1.59746 -3.22163 -3.06342
C -0.03719 -3.71263 -1.19135
C 0.36602 3.55442 -2.60884
C -0.41444 3.40857 -0.27822
C 1.91551 2.66950 -0.88986
H 0.33004 -1.42557 -3.78206
H 0.98859 -3.06957 -3.66386
H 1.52385 -1.84003 -2.51736
H -2.40727 -3.67845 -2.48349
H -1.15547 -4.02397 -3.67205
H -2.00913 -2.47714 -3.75479
H 0.79874 -3.35069 -0.57316
H 0.28909 -4.60788 -1.74301
H -0.87017 -3.98484 -0.52823
H 0.89505 3.08387 -3.43820
H 0.83840 4.52581 -2.41798
H -0.66942 3.76643 -2.88059
H -1.44931 3.45946 -0.64762
H -0.01571 4.43028 -0.14042
H -0.38505 2.88782 0.68595
H 2.05880 2.18327 0.08776
H 2.28790 3.69941 -0.79884
H 2.51162 2.14578 -1.65671
C -1.03726 1.23265 -2.53267
H -1.36570 0.21234 -2.71870
H -1.92468 1.83003 -2.25685
H -0.68178 1.61222 -3.50515
C -2.38176 -1.47982 -1.07445
H -2.71918 -2.45735 -0.69683
H -2.63794 -0.72617 -0.32090
H -2.97033 -1.24736 -1.97737
O 0.91631 3.06565 2.77356
S 1.20012 1.65171 2.79556
O 2.53403 1.17888 2.56282
N 0.19108 0.84505 1.58379
C -0.54825 -0.13138 2.14078
O -0.95831 -1.04638 1.28931
C -0.59799 -0.09657 3.54767
C -1.28502 -0.97819 4.38902
C -1.08654 -0.88087 5.75817
C -0.13752 0.02500 6.26873
C 0.62984 0.83322 5.42502
C 0.36697 0.76795 4.06251
H -1.95015 -1.69609 3.93255
H -1.67372 -1.48904 6.43789
H 0.02615 0.07431 7.34263
H 1.38696 1.53163 5.77579